Entry 1:
Formula: C20H44N2O14P2
Source: OMol25
Level of theory: the ωB97M-V functional and the def2-TZVPD basis

The SMILES is CCOCCOC(=O)N(CCCP(=O)(OCC)OCC)P(=N)(O)O.CCOC(=O)OC.CCOC(=O)OC. Its frontier orbital gap is 9.026 eV.

Last column: Löwdin charge in e.
Positions of all 82 atoms, in Å:
C -2.258 1.029 2.115  -0.0497
C -3.405 2.063 1.628  -0.2394
O -4.636 1.609 2.232  -0.1782
C -5.785 1.972 1.451  -0.1716
C -5.912 1.081 0.101  -0.1342
O -5.353 -0.230 0.427  -0.0128
C -5.378 -1.002 -0.750  -0.4476
O -6.446 -1.228 -1.371  0.0672
N -4.089 -1.511 -1.259  -0.0988
C -3.568 -0.581 -2.353  -0.1950
C -2.317 0.289 -1.861  -0.1674
C -1.158 0.275 -3.005  -0.2056
P 0.583 0.404 -2.280  0.7100
O 0.863 1.922 -2.139  -0.3475
O 1.818 -0.219 -3.272  -0.3041
C 1.347 -0.614 -4.588  -0.2768
C 0.988 0.598 -5.566  -0.0847
O 0.674 -0.202 -0.670  -0.2556
C 0.637 -1.656 -0.658  -0.2914
C 0.946 -2.097 0.870  -0.0730
P -4.318 -3.114 -1.992  0.6272
N -5.035 -4.011 -0.885  -0.1891
O -5.242 -3.082 -3.415  -0.1749
O -2.800 -3.825 -2.313  -0.2006
H -1.234 1.543 2.246  0.0588
H -2.195 0.148 1.389  0.0626
H -2.613 0.634 3.137  0.0971
H -3.109 3.118 1.965  0.1298
H -3.399 2.031 0.487  0.0969
H -5.795 3.085 1.148  0.1383
H -6.744 1.756 2.049  0.1380
H -5.212 1.575 -0.663  0.1198
H -6.999 1.054 -0.229  0.1393
H -4.428 0.113 -2.642  0.1321
H -3.361 -1.247 -3.256  0.1012
H -1.907 -0.156 -0.900  0.0911
H -2.648 1.383 -1.755  0.1183
H -1.325 -0.673 -3.611  0.0823
H -1.325 1.237 -3.611  0.1069
H 2.227 -1.173 -5.084  0.1339
H 0.504 -1.395 -4.533  0.1134
H 0.541 0.121 -6.516  0.0917
H 1.879 1.221 -5.897  0.0878
H 0.200 1.315 -5.169  0.0603
H 1.368 -2.141 -1.383  0.1200
H -0.400 -2.080 -0.896  0.1078
H 0.828 -3.221 1.030  0.0815
H 0.237 -1.578 1.613  0.0788
H 1.996 -1.718 1.148  0.0869
H -5.928 -4.374 -1.259  -0.0061
H -5.558 -2.170 -3.617  0.0734
H -2.670 -4.483 -1.592  0.0738
C 7.563 -3.025 -0.403  -0.0697
C 7.677 -1.570 0.010  -0.2176
O 7.248 -0.705 -1.048  0.0310
C 5.919 -0.563 -1.175  -0.5883
O 5.079 -1.085 -0.482  0.1134
O 5.684 0.241 -2.221  0.0101
C 4.297 0.415 -2.518  -0.0488
H 8.089 -3.200 -1.345  0.0811
H 7.981 -3.679 0.365  0.0789
H 6.520 -3.308 -0.564  0.0738
H 8.724 -1.329 0.208  0.1220
H 7.121 -1.367 0.929  0.1238
H 3.739 0.735 -1.635  0.0964
H 3.885 -0.510 -2.918  0.0819
H 4.211 1.191 -3.279  0.1022
C 1.790 3.147 7.709  -0.0687
C 1.346 1.789 7.200  -0.2171
O 0.666 1.914 5.944  0.0310
C 1.459 2.057 4.871  -0.5883
O 2.665 2.080 4.876  0.1229
O 0.675 2.196 3.790  -0.0160
C 1.391 2.436 2.580  -0.0409
H 0.946 3.841 7.742  0.0815
H 2.219 3.062 8.710  0.0793
H 2.540 3.589 7.050  0.0755
H 0.631 1.353 7.901  0.1220
H 2.186 1.094 7.120  0.1237
H 2.162 1.680 2.418  0.1004
H 1.830 3.435 2.602  0.1023
H 0.683 2.386 1.753  0.0800



Entry 2:
Formula: C20H44N4O6
Source: OMol25
Level of theory: the ωB97M-V functional and the def2-TZVPD basis

As for the net charge: -2. Its frontier orbital gap is 1.665 eV.

Last column: Löwdin charge in e.
Positions of all 74 atoms, in Å:
N 0.860 -6.956 30.510  0.2635
H 0.534 -6.015 30.676  0.1172
H 1.868 -6.912 30.551  0.1065
H 0.712 -7.053 29.516  0.1342
H 0.487 -7.643 31.150  0.1186
N 6.180 -9.834 28.212  0.3341
H 6.887 -9.191 27.885  0.1455
H 5.626 -9.287 28.855  0.1343
H 6.493 -10.689 28.650  0.1433
H 5.698 -9.955 27.332  0.1536
C 1.532 -6.307 22.674  -0.0677
C 2.177 -7.271 23.520  -0.3902
C 3.097 -8.362 22.801  -0.4233
O 3.705 -9.158 23.448  -0.0378
C 3.236 -8.264 21.350  -0.0526
C 2.563 -7.324 20.616  -0.3892
C 1.660 -6.299 21.314  -0.3899
O 0.888 -5.430 20.718  -0.1421
O 2.936 -7.177 19.357  -0.1654
O 1.964 -7.386 24.737  -0.1041
H 0.761 -5.705 23.133  0.0829
H 3.873 -8.960 20.825  0.0804
O 6.201 -5.789 30.664  -0.4754
C 6.891 -4.693 30.020  -0.4374
C 8.277 -4.974 29.376  -0.4571
O 8.472 -5.671 28.125  -0.4476
H 6.849 -3.868 30.731  0.0523
H 6.217 -4.247 29.289  0.0670
H 8.846 -5.446 30.177  0.0541
H 8.797 -4.046 29.136  0.0611
C 0.177 -2.007 32.207  -0.0727
C -0.272 -1.953 30.654  -0.2116
N -1.442 -2.802 30.316  -0.2187
C -1.823 -2.620 28.886  -0.2391
C -2.594 -3.837 28.282  -0.0601
C -2.580 -2.710 31.183  -0.2799
C -3.170 -1.286 31.348  -0.0724
H 1.080 -1.434 32.415  0.0647
H 0.500 -2.999 32.523  0.0502
H -0.648 -1.667 32.833  0.0435
H -0.479 -0.933 30.331  0.1028
H 0.627 -2.292 30.139  0.1044
H -2.145 -1.595 28.701  0.1015
H -0.826 -2.532 28.456  0.1029
H -2.811 -3.712 27.221  0.0739
H -2.067 -4.790 28.323  0.0620
H -3.502 -3.865 28.885  0.0477
H -2.268 -3.247 32.079  0.1026
H -3.388 -3.334 30.802  0.0904
H -4.164 -1.256 31.795  0.0655
H -3.207 -0.747 30.401  0.0633
H -2.510 -0.699 31.987  0.0537
C -3.220 -10.381 32.846  -0.1223
C -2.034 -11.238 33.156  -0.2643
N -0.887 -10.357 33.535  -0.1832
C 0.350 -11.240 33.539  -0.2273
C 0.729 -11.769 32.102  -0.0905
C -1.137 -9.552 34.753  -0.2549
C -1.272 -10.399 36.043  -0.0840
H -3.529 -9.833 33.736  0.0586
H -4.135 -10.937 32.644  0.0740
H -3.036 -9.746 31.979  0.0790
H -2.318 -11.773 34.062  0.1035
H -1.933 -11.712 32.180  0.1123
H 1.165 -10.646 33.955  0.0998
H 0.272 -12.021 34.295  0.0949
H 0.813 -11.041 31.295  0.0560
H 1.661 -12.314 32.248  0.0615
H 0.116 -12.588 31.727  0.0551
H -1.977 -8.866 34.644  0.0937
H -0.297 -8.863 34.839  0.0995
H -0.354 -10.961 36.213  0.0649
H -2.221 -10.935 36.029  0.0642
H -1.322 -9.769 36.931  0.0659